Record 1
The following is a DFT calculation (ωB97M-V/def2-TZVPD) of a molecular structure, C6H4Br2FNS.

XYZ file:
```
15
Properties=species:S:1:pos:R:3:mulliken_spin:R:1
C -2.037 1.254 -0.380 -0.05
C -2.402 -0.066 -0.154 0.12
C -0.722 1.631 -0.192 0.09
C -1.426 -0.952 0.276 -0.03
C 0.177 0.658 0.255 -0.07
C 3.002 -1.075 0.036 0.66
N -0.173 -0.598 0.489 0.08
F 2.127 -1.719 -0.709 0.03
S 1.822 1.119 0.550 1.01
Br 4.535 -0.584 -0.936 0.08
Br 3.307 -1.902 1.694 0.07
H -2.763 1.980 -0.714 0.00
H -3.414 -0.398 -0.313 0.01
H -0.390 2.644 -0.365 0.00
H -1.644 -1.992 0.465 0.00
```

Output
HOMO (alpha / beta): -7.177 / -9.169 eV
Electronic energy: -5931.7458 hartree
Kohn-Sham gap (alpha / beta): 0.2866 / 0.2393 hartree
2S+1: 3


Record 2
The following is a DFT calculation (ωB97M-V/def2-TZVPD) of a molecular structure, C6H4ClN2OPS2.

XYZ file:
```
17
Properties=species:S:1:pos:R:3:nbo_charge:R:1
O -2.697 1.102 -2.005 -0.96
P -1.941 -0.383 -2.171 1.10
Cl -0.871 -0.224 -3.949 -0.30
C -0.770 -0.357 -0.717 -0.41
C -1.377 -0.559 0.498 -0.18
C -0.613 -0.531 1.744 -0.21
C 0.733 -0.295 1.716 -0.13
S 1.737 -0.203 3.209 0.01
C 1.417 -0.100 0.456 0.06
N 2.719 0.113 0.275 -0.58
S 2.941 0.270 -1.328 0.93
N 1.408 0.103 -1.879 -0.59
C 0.662 -0.121 -0.799 0.16
H -2.194 1.618 -1.354 0.49
H -2.458 -0.721 0.565 0.24
H -1.078 -0.693 2.723 0.24
H 2.382 0.979 3.015 0.15
```

Output
HOMO: -8.863 eV
Energy relative to the best compared isomer or geometry (same formula, charge and spin): 0.0 kJ/mol
Electronic energy: -2013.7451 hartree
Kohn-Sham gap: 0.2801 hartree


Record 3
The following is a DFT calculation (ωB97M-V/def2-TZVPD) of a molecular structure, C6H4F18LiN3O14S6.

XYZ file:
```
52
Properties=species:S:1:pos:R:3:nbo_charge:R:1
Li 15.910 17.435 -18.316 0.87
C 12.694 14.034 -18.712 0.72
F 11.639 14.801 -19.015 -0.31
F 12.890 14.081 -17.393 -0.32
F 12.429 12.773 -19.062 -0.32
S 14.210 14.633 -19.543 2.23
O 14.448 15.954 -19.033 -0.96
O 15.146 13.615 -19.197 -0.93
N 13.680 14.726 -21.073 -1.16
S 14.954 14.486 -21.999 2.21
O 15.992 15.482 -21.933 -0.96
O 15.410 13.122 -21.997 -0.95
C 14.238 14.676 -23.688 0.72
F 13.103 13.997 -23.848 -0.32
F 14.044 15.952 -24.020 -0.31
F 15.123 14.179 -24.558 -0.32
C 13.932 19.236 -21.679 0.72
F 12.670 19.118 -22.091 -0.31
F 14.505 18.039 -21.707 -0.30
F 14.560 20.054 -22.535 -0.32
S 14.025 19.964 -19.948 2.26
O 14.790 19.026 -19.198 -0.99
O 14.587 21.262 -20.079 -0.93
N 12.512 19.904 -19.439 -1.17
S 11.766 21.289 -19.744 2.22
O 11.999 22.295 -18.747 -0.94
O 11.801 21.734 -21.116 -0.96
C 10.003 20.791 -19.502 0.72
F 9.290 21.900 -19.254 -0.33
F 9.474 20.202 -20.577 -0.32
F 9.851 19.983 -18.455 -0.32
C 18.319 19.602 -17.470 0.71
F 17.817 19.739 -18.688 -0.29
F 19.135 18.527 -17.451 -0.33
F 19.056 20.681 -17.162 -0.32
S 16.955 19.438 -16.219 2.23
O 17.533 19.764 -14.960 -0.92
O 15.925 20.267 -16.725 -0.89
N 16.516 17.856 -16.451 -1.30
S 16.917 17.035 -15.120 2.23
O 18.326 16.932 -14.887 -0.93
O 15.992 17.337 -14.064 -0.93
C 16.463 15.334 -15.627 0.72
F 17.386 14.830 -16.459 -0.32
F 16.386 14.551 -14.553 -0.31
F 15.290 15.326 -16.259 -0.30
O 17.446 16.710 -19.221 -0.98
H 17.679 16.470 -20.122 0.51
H 18.119 16.327 -18.650 0.49
O 13.479 17.766 -16.775 -0.93
H 14.421 17.871 -16.589 0.47
H 13.163 17.214 -16.055 0.46
```

Output
HOMO: -4.829 eV
Energy relative to the best compared isomer or geometry (same formula, charge and spin): 0.0 kJ/mol
Charge: -2
Electronic energy: -5643.1096 hartree
Kohn-Sham gap: 0.3249 hartree


Record 4
The following is a DFT calculation (ωB97M-V/def2-TZVPD) of C6H4F3N3 in the gas phase.

XYZ file:
```
16
Properties=species:S:1:pos:R:3:nbo_charge:R:1
C 0.059 -0.188 0.725 -0.66
C -0.567 -0.233 -0.637 0.22
N -0.336 0.717 -1.614 -0.34
N -0.953 0.440 -2.767 -0.19
C -1.586 -0.663 -2.524 0.05
C -2.409 -1.429 -3.445 0.26
N -3.050 -2.010 -4.174 -0.27
C -1.331 -1.154 -1.189 -0.26
C -1.777 -2.422 -0.618 0.99
F -2.569 -3.138 -1.421 -0.30
F -0.779 -3.233 -0.322 -0.30
F -2.463 -2.118 0.597 -0.35
H 1.212 -0.499 0.625 0.24
H 0.014 0.829 1.174 0.24
H -0.510 -0.945 1.361 0.26
H -0.127 1.679 -1.693 0.43
```

Output
HOMO: -10.491 eV
Energy relative to the best compared isomer or geometry (same formula, charge and spin): 27.4 kJ/mol
Structure (SMILES): Cc1[nH]nc(C#N)c1C(F)(F)F
Electronic energy: -694.8789 hartree
Kohn-Sham gap: 0.4052 hartree


Record 5
The following is a DFT calculation (ωB97M-V/def2-TZVPD) of 2 unconnected molecules or ions with the total composition C6H4F6.

XYZ file:
```
16
Properties=species:S:1:pos:R:3:nbo_charge:R:1
C 0.161 0.616 1.239 -0.30
C 0.849 1.716 1.193 0.69
C 0.073 -0.073 -2.315 -0.49
C -0.660 -1.276 -1.680 -0.49
C 0.610 -0.793 -1.181 0.57
C -0.607 -0.063 2.282 0.91
F 1.018 2.647 2.140 -0.30
F 1.501 2.118 0.101 -0.31
F 1.759 -1.365 -0.950 -0.28
F -1.888 0.359 2.337 -0.33
F -0.104 0.077 3.526 -0.32
F -0.674 -1.394 2.057 -0.33
H 0.586 -0.179 -3.264 0.24
H -0.373 0.901 -2.180 0.25
H -1.562 -1.052 -1.130 0.26
H -0.689 -2.239 -2.175 0.24
```

Output
HOMO (alpha / beta): -10.242 / -8.908 eV
Energy relative to the best compared isomer or geometry (same formula, charge and spin): 167.3 kJ/mol
Electronic energy: -830.0217 hartree
Kohn-Sham gap (alpha / beta): 0.3517 / 0.2626 hartree


Record 6
The following is a DFT calculation (ωB97M-V/def2-TZVPD) of C6H4N2 in the gas phase.

XYZ file:
```
12
Properties=species:S:1:pos:R:3:nbo_charge:R:1
N 0.575 2.390 2.080 -0.29
C 0.471 1.542 1.290 0.27
C 0.174 0.501 0.300 -0.21
C 0.248 -0.834 0.780 -0.10
C -0.079 -1.871 -0.090 -0.27
C -0.493 -1.582 -1.352 0.05
N -0.578 -0.332 -1.841 -0.39
C -0.261 0.625 -0.982 0.07
H 0.641 -0.980 1.783 0.23
H 0.142 -2.970 0.115 0.24
H -0.809 -2.409 -2.039 0.20
H -0.313 1.675 -1.205 0.20
```

Output
HOMO: -10.442 eV
Energy relative to the best compared isomer or geometry (same formula, charge and spin): 5.6 kJ/mol
Structure (SMILES): N#Cc1cccnc1
Electronic energy: -340.5176 hartree
Kohn-Sham gap: 0.3821 hartree


Going through the records in order, we get maximum force values of 0.0170; 0.0275; 0.0350; 0.0722; 0.0459; 0.0772 Eh/bohr.